C27H27Cl2IN2O2PPd | the ωB97M-V functional and the def2-TZVPD basis

The geometry in XYZ format:
```
63
Properties=species:S:1:pos:R:3:forces:R:3
Pd 1.02180 -0.88311 0.23225 -0.12 0.40 0.67
N 1.16875 -1.02307 2.55951 0.06 0.07 -0.07
C 2.19433 -0.19699 3.23936 0.04 0.01 -0.01
C 3.60037 -0.46019 2.72165 0.02 -0.01 0.03
C 3.94621 0.09692 1.35063 -0.07 0.10 -0.06
N 3.33028 -0.64862 0.21716 -0.05 -0.50 -0.07
H 0.27194 -0.90215 3.02038 0.00 0.07 -0.01
H 1.40786 -2.00169 2.70936 -0.05 -0.02 -0.05
H 2.17775 -0.39391 4.31354 -0.03 0.01 0.00
H 1.93023 0.85175 3.09674 0.02 0.00 -0.02
H 3.83682 -1.52969 2.76906 -0.03 -0.01 0.00
H 4.28211 0.01617 3.42902 0.03 -0.04 -0.01
H 5.03090 0.09161 1.23214 0.00 0.05 0.02
H 3.61116 1.13434 1.28323 0.00 0.00 -0.02
H 3.72346 -1.58773 0.19831 0.08 0.03 0.05
H 3.63906 -0.23223 -0.65609 -0.04 0.04 0.00
I -0.76584 -2.71072 -0.56308 0.15 0.01 -0.22
C -2.60067 -2.22650 0.33424 0.01 0.01 -0.02
C -3.37053 -3.32895 0.58843 0.00 0.00 0.00
C -4.70309 -3.18439 1.01060 0.00 0.00 0.00
C -5.22404 -1.93331 1.13397 0.00 0.00 0.00
C -4.43322 -0.78307 0.89572 0.00 0.00 0.02
C -5.03440 0.49001 1.03766 0.00 0.00 0.00
C -4.32307 1.63724 0.84711 0.00 -0.01 0.01
C -2.95719 1.54172 0.55955 -0.01 0.00 -0.02
C -2.31659 0.32232 0.39713 -0.05 0.07 -0.12
P -0.58286 0.57128 0.02744 0.03 -0.38 0.18
C -0.33055 0.86125 -1.71923 -0.08 0.22 -0.01
C 0.91322 1.26959 -2.22049 0.03 -0.13 0.01
C 1.06920 1.49169 -3.57874 0.01 -0.02 -0.02
C -0.00397 1.30332 -4.44231 0.00 -0.02 0.01
C -1.23266 0.87509 -3.95320 0.02 -0.02 -0.01
C -1.39908 0.65064 -2.59740 -0.01 0.04 0.02
C 0.00727 1.85332 1.12601 -0.16 0.16 -0.08
C 0.86210 2.88064 0.71449 -0.01 -0.01 0.00
C 1.25318 3.85604 1.61949 0.00 0.01 0.01
C 0.78691 3.82388 2.92656 0.00 0.00 0.00
C -0.07579 2.81234 3.33933 0.02 -0.01 0.01
C -0.46294 1.82964 2.44847 0.04 -0.03 0.01
C -3.06260 -0.89658 0.51364 0.03 -0.03 0.09
H -2.96861 -4.32376 0.44852 -0.01 0.00 -0.01
H -5.30130 -4.06348 1.20391 0.00 0.00 0.01
H -6.25767 -1.79360 1.42274 0.00 0.00 0.00
H -6.08339 0.53226 1.30305 0.00 0.00 0.00
H -4.78710 2.60846 0.94372 0.00 0.00 0.00
H -2.39587 2.46355 0.46989 0.00 0.00 -0.01
H 1.75576 1.41572 -1.55686 0.00 0.02 0.00
H 2.02113 1.83385 -3.96309 0.00 0.01 0.00
H 0.11433 1.50024 -5.49972 0.00 0.01 0.00
H -2.06621 0.73257 -4.62742 0.00 0.01 0.00
H -2.36422 0.33742 -2.21987 0.00 0.01 0.00
H 1.18035 2.96405 -0.31401 0.01 -0.01 0.00
H 1.89745 4.66130 1.29352 0.00 0.00 0.00
H 1.07897 4.59933 3.62221 0.00 0.00 0.00
H -0.45341 2.80015 4.35294 0.00 0.00 0.00
H -1.15569 1.06107 2.77033 -0.01 0.01 0.00
Cl 4.83557 -3.13630 -5.09746 0.02 -0.01 0.00
C 3.44833 -3.92737 -5.37278 0.10 -0.19 -0.31
Cl 3.06429 -5.33591 -4.67024 0.03 -0.02 -0.01
C 1.49480 -2.24829 -3.52380 -0.13 0.26 0.29
O 2.11403 -2.12243 -2.54744 0.00 -0.10 -0.24
O 0.89130 -2.38734 -4.50095 0.14 -0.07 -0.05
H 2.75134 -3.50943 -6.09882 -0.02 0.01 0.02
```
Forces are in eV/Å.

Calculated total energy = -2991.42015 a.u.
Multiplicity = 1
Charge = +3
Orbital gap = 4.30 eV
LUMO = -11.402 eV

C27H27F14IN4O3PS | the ωB97M-V functional and the def2-TZVPD basis

The geometry in XYZ format:
```
78
Properties=species:S:1:pos:R:3:forces:R:3
C -3.83515 3.09268 -1.26792 0.04 1.14 -0.05
C -2.92823 3.94525 -1.82997 -0.29 -1.63 -0.68
C -2.05565 3.43147 -3.02810 1.89 -0.12 1.57
C -1.51384 1.98514 -2.71961 0.48 -0.88 0.09
N -0.58006 1.89031 -1.74296 -0.55 -1.53 -2.89
C -0.09942 0.59878 -1.53754 0.79 -0.05 0.20
C 1.01681 0.43633 -0.48342 -0.35 -2.61 -0.67
C 1.54899 1.67636 0.31125 0.68 0.38 -0.32
C 1.81034 1.46383 1.86393 0.67 -1.04 0.20
C 1.88391 2.78388 2.71416 0.98 0.01 -2.37
F 2.98494 2.74541 3.57391 -1.93 0.01 -0.54
F 2.20399 3.81040 1.79577 -0.51 -0.73 1.43
C 0.57055 3.27293 3.45054 0.04 1.53 0.67
F 0.98847 4.31495 4.29557 -0.39 -1.37 -0.95
F -0.34836 3.86485 2.61146 1.30 -1.40 0.93
C -0.11878 2.17963 4.43566 0.85 1.81 0.79
F 0.89146 1.34123 4.83744 -1.44 0.51 -0.38
F -0.52492 2.93972 5.53615 0.43 -1.55 -1.13
C -1.41731 1.48769 3.88830 -1.38 1.52 -2.22
F -2.44186 2.41442 4.02996 1.61 -1.04 0.16
F -1.39322 1.22315 2.55947 0.85 0.14 2.52
S -1.97121 -0.09379 4.74710 -2.65 -2.22 0.32
F -1.34032 0.32309 6.18788 0.01 -0.35 -1.51
F -0.65933 -0.93839 4.27682 -0.78 1.29 0.80
F -2.71167 -0.60267 3.36097 0.63 0.67 1.73
F -3.38388 0.63570 5.21163 1.46 -1.08 -0.38
F -2.53166 -1.45791 5.45715 0.73 1.27 -0.59
C 1.56629 -0.92030 -0.32033 -0.58 0.79 -0.77
C 2.74908 -1.24483 0.67758 -1.09 -0.24 -0.75
P 4.37262 -0.46579 0.20902 2.22 0.27 1.83
O 5.03565 0.13927 1.40526 -1.01 -0.35 -1.68
O 4.28230 0.58773 -1.06442 -0.18 -1.97 0.72
O 5.41457 -1.71186 -0.27986 -2.16 1.12 -0.61
C 1.07511 -2.11939 -1.12301 -1.83 2.34 -1.47
N 1.60772 -3.45180 -0.99905 -0.18 0.60 0.47
C 0.93542 -4.23832 0.05519 -0.57 -1.24 0.28
C 1.73337 -5.56419 0.41217 0.92 1.09 0.12
C 3.08195 -5.21733 1.17970 -0.24 0.57 0.11
C 2.83502 -4.57620 2.61077 -0.08 -0.22 -0.40
C 0.01531 -1.88672 -2.06986 1.19 0.65 1.29
I -0.70772 -3.61282 -3.16804 0.29 1.09 0.46
C -0.60230 -0.52706 -2.33298 1.50 -1.98 1.19
N -1.58239 -0.49425 -3.32049 0.96 3.79 1.75
C -1.98960 0.79141 -3.46541 -0.97 0.19 -0.82
C -3.06922 1.04500 -4.58023 0.16 -0.30 1.04
C -4.48551 0.91472 -4.20342 0.66 1.18 -4.14
C -5.39729 1.22489 -5.34369 2.89 -0.25 1.00
C -4.75651 1.58508 -6.60334 -1.57 -0.02 0.46
N -3.44154 1.70284 -6.91864 -0.31 -0.69 2.02
C -2.57458 1.42413 -5.89931 -2.05 -0.32 0.95
H -4.79273 3.51492 -0.87749 1.26 -0.38 0.69
H -3.68607 1.98930 -1.17205 -0.32 0.98 -0.94
H -2.73116 4.97894 -1.46198 -0.99 -0.60 -0.86
H -1.13323 4.08758 -3.07167 -0.87 -0.73 -0.06
H -2.54259 3.51434 -4.03024 0.01 -0.15 1.07
H 2.54287 1.96350 -0.14815 -0.90 -0.30 0.55
H 0.85582 2.53974 0.20142 0.57 -1.06 -0.28
H 1.13215 0.70213 2.35164 0.34 1.04 -0.72
H 2.84107 1.00186 1.94516 -1.02 0.87 0.34
H 2.45331 -0.97623 1.73168 0.77 0.00 -1.18
H 2.93617 -2.35927 0.71398 -0.17 1.26 -0.13
H 3.90612 0.16123 -1.86217 0.01 0.41 0.47
H 5.04247 -2.11610 -1.08920 0.45 0.00 0.36
H 2.62289 -3.45077 -0.90655 -0.45 -0.02 0.17
H -0.06037 -4.58925 -0.34790 0.92 0.63 0.37
H 0.72595 -3.60466 0.96325 0.22 -0.65 -0.69
H 1.12783 -6.25188 1.06836 0.42 0.70 -0.85
H 2.00883 -6.05597 -0.56728 -0.49 0.28 1.06
H 3.72057 -6.13426 1.26859 -0.54 0.77 -0.01
H 3.68383 -4.47143 0.57662 -0.55 -0.84 0.50
H 2.06469 -3.75867 2.58144 0.72 -0.76 -0.10
H 2.43584 -5.36836 3.29859 0.50 0.76 -0.43
H 3.77644 -4.11141 3.01700 -0.90 -0.67 -0.29
H -4.84152 0.62272 -3.19317 0.52 0.29 -0.91
H -6.51045 1.19232 -5.22454 1.28 0.05 -0.33
H -5.46917 1.81728 -7.44413 0.89 -0.23 0.83
H -1.47757 1.49992 -6.11880 -1.22 -0.11 0.40
F -0.77426 1.51381 0.40435 -1.59 -0.33 1.18
```
Forces are in eV/Å.

Calculated total energy = -3925.02205 a.u.
Multiplicity = 1
Charge = -1
Orbital gap = 6.82 eV
LUMO = 1.661 eV

C27H27N3O4S | the ωB97M-V functional and the def2-TZVPD basis

The geometry in XYZ format:
```
62
Properties=species:S:1:pos:R:3:forces:R:3
C -5.68708 -0.41798 3.04406 0.03 -0.25 0.01
C -5.35154 -1.69119 2.27777 0.04 0.27 -0.14
C -4.83540 -1.37077 0.87750 -0.06 -0.46 0.20
C -4.51055 -2.63514 0.08706 0.03 0.31 -0.11
C -3.95965 -2.34676 -1.31108 -0.39 -0.49 0.15
N -2.66359 -1.69267 -1.24994 0.20 -0.15 0.03
C -2.52119 -0.34994 -1.37279 0.49 0.69 -0.19
N -1.40766 0.29249 -1.27544 -0.27 -0.05 -0.33
C -0.26551 -0.40313 -1.01306 0.24 -0.79 0.11
C 0.94986 0.27772 -0.90855 0.26 -0.14 0.05
C 2.10640 -0.40955 -0.59754 -0.43 0.04 -0.25
C 2.07826 -1.80282 -0.44477 -0.02 -0.02 0.03
C 0.89341 -2.48765 -0.58354 -0.10 -0.05 0.03
C -0.29093 -1.79884 -0.85358 0.34 0.40 0.02
C -1.55651 -2.51240 -0.98140 0.03 -0.02 -0.06
O -1.69539 -3.71276 -0.87648 0.01 -0.10 0.03
H 0.84778 -3.56201 -0.48657 0.02 -0.08 0.00
H 2.98962 -2.35140 -0.25578 0.08 -0.05 0.01
C 3.35878 0.39624 -0.46162 0.01 -0.08 0.20
O 3.55383 1.41322 -1.09709 -0.02 0.22 -0.22
N 4.23019 -0.06678 0.46532 0.08 -0.19 0.32
H 4.03103 -0.92062 0.96097 -0.10 0.09 -0.08
C 5.52803 0.54486 0.67746 0.13 -0.13 0.00
C 6.63109 -0.35033 0.21806 -0.06 0.35 -0.81
C 7.11317 -0.62327 -1.02843 -0.27 0.25 0.57
C 8.13136 -1.59238 -0.85562 0.11 -0.22 0.50
C 8.18872 -1.83863 0.48022 0.41 -0.31 -0.71
O 7.28246 -1.09688 1.13895 -0.23 0.16 0.43
H 8.80682 -2.49052 1.06481 0.03 -0.05 0.16
H 8.73352 -2.03798 -1.62022 0.17 -0.14 -0.10
H 6.78375 -0.18359 -1.94713 -0.12 0.15 -0.18
H 5.66065 0.76858 1.74025 0.01 0.09 -0.13
H 5.52337 1.47096 0.09681 0.07 -0.12 0.17
H 0.98620 1.34252 -1.06691 0.00 0.14 -0.03
S -3.93238 0.63583 -1.69441 -0.41 0.27 -0.16
C -3.10780 2.23872 -1.48616 -0.17 -0.60 -0.12
H -3.90414 2.98396 -1.46698 -0.02 0.01 -0.02
C -2.36363 2.22426 -0.15400 -0.36 0.18 0.10
O -2.84874 1.67844 0.81227 0.05 0.25 0.01
C -1.07131 2.94027 -0.08604 0.51 0.29 0.39
C -0.62905 3.84776 -1.04688 -0.19 -0.19 0.16
C 0.62097 4.42741 -0.92784 0.14 0.09 -0.04
C 1.44315 4.11304 0.14258 -0.02 0.03 -0.05
C 1.00080 3.23258 1.11672 0.01 0.01 0.03
C -0.24856 2.65555 1.00577 -0.19 0.04 -0.08
H -0.60777 1.95966 1.74914 -0.03 -0.06 0.05
H 1.63444 2.99159 1.95716 0.06 -0.03 0.07
H 2.42580 4.55294 0.21509 0.09 0.04 -0.01
H 0.96086 5.12414 -1.67943 0.03 0.06 -0.06
H -1.25750 4.11898 -1.88132 -0.05 -0.02 -0.11
H -2.44927 2.39509 -2.33582 -0.01 0.12 0.11
H -3.81278 -3.29112 -1.84267 -0.07 0.22 -0.03
H -4.64370 -1.71033 -1.87610 0.06 -0.13 -0.03
H -5.41462 -3.23606 -0.02831 -0.02 -0.09 0.01
H -3.77915 -3.23703 0.63009 -0.04 -0.08 -0.03
H -5.58998 -0.79272 0.33918 0.02 0.11 0.00
H -3.94641 -0.74365 0.97271 -0.03 0.11 -0.05
H -6.24110 -2.32173 2.20440 0.01 -0.10 0.03
H -4.59052 -2.25499 2.82238 -0.01 -0.09 0.00
H -4.81691 0.23237 3.09246 0.07 0.12 0.03
H -6.00599 -0.65004 4.05771 -0.05 0.07 0.11
H -6.48797 0.12449 2.54655 -0.09 0.11 -0.02
```
Forces are in eV/Å.

SMILES = CCCCCn1c(SCC(=O)c2ccccc2)nc2cc(C(=O)NCc3ccco3)ccc2c1=O
Calculated total energy = -1908.54250 a.u.
Energy relative to the best compared isomer or geometry (same formula, charge and spin) = 12.0 kcal per mole
Multiplicity = 1
Charge = 0
Orbital gap = 8.66 eV
LUMO = 0.144 eV

Which of these has the lowest orbital gap? C27H27Cl2IN2O2PPd

The lowest charge belongs to which entry? C27H27F14IN4O3PS

Which formula does entry 1 have? C27H27Cl2IN2O2PPd

The highest orbital gap belongs to which entry? C27H27N3O4S